This record from OMol25 describes a cluster of 2 separate species, C13H8Cl2N3O2S2 in total. The level of theory is ωB97M-V/def2-TZVPD.

Computed properties:
highest occupied orbital energy: -0.1305 Eh
charge: -1
total energy: -2531.70360 Eh
spin multiplicity: 1
frontier orbital gap: 3.30 eV

Bonds (Å) are listed after each position.
Cartesian coordinates (Å):
1 Cl 0.9676 1.0016 4.3894  C18 1.717
2 Cl 1.3426 -1.8763 3.3189  C19 1.716
3 S 0.5494 0.7050 -2.3164  C10 1.671
4 S -0.9001 2.3817 -0.4562  C10 1.670
5 O 2.8209 -1.9313 0.8187  C12 1.218
6 O 2.1767 2.9831 2.6468  C17 1.218
7 N 3.9358 3.6474 -0.3354  C20 1.163
8 N -1.8249 0.0781 -1.3546  C10 1.372, C15 1.486, C16 1.485
9 N 4.4269 -0.0969 -1.7271  C14 1.163
10 C -0.8051 0.9952 -1.3826  S3 1.671, S4 1.670, N8 1.372
11 C -3.6119 -1.2497 -0.3791  C16 1.540, C22 1.548, H26 1.097, H30 1.097
12 C 2.6563 -0.7873 1.2039  O5 1.218, C13 1.464, C19 1.442
13 C 3.1668 0.3575 0.4469  C12 1.464, C14 1.391, C21 1.368
14 C 3.8494 0.1107 -0.7393  N9 1.163, C13 1.391
15 C -1.8214 -1.2121 -2.0911  N8 1.486, C22 1.542, H25 1.093, H27 1.095
16 C -3.0329 0.1729 -0.4955  N8 1.485, C11 1.540, H23 1.096, H29 1.095
17 C 2.3063 1.8623 2.1883  O6 1.218, C18 1.441, C21 1.464
18 C 1.7920 0.7254 2.9092  Cl1 1.717, C17 1.441, C19 1.356
19 C 1.9572 -0.5364 2.4396  Cl2 1.716, C12 1.442, C18 1.356
20 C 3.5024 2.7293 0.2325  N7 1.163, C21 1.391
21 C 2.9973 1.6300 0.9183  C13 1.368, C17 1.464, C20 1.391
22 C -2.9164 -2.1010 -1.4688  C11 1.548, C15 1.542, H24 1.097, H28 1.097
23 H -3.7374 0.8836 -0.9422  C16 1.096
24 H -2.4884 -3.0189 -1.0463  C22 1.097
25 H -0.8260 -1.6539 -1.9929  C15 1.093
26 H -3.4170 -1.6653 0.6170  C11 1.097
27 H -1.9937 -1.0215 -3.1559  C15 1.095
28 H -3.6323 -2.4318 -2.2309  C22 1.097
29 H -2.7376 0.5698 0.4811  C16 1.095
30 H -4.7025 -1.2515 -0.4962  C11 1.097